Below is a 2-piece molecular cluster, C2H3OPS overall, with properties calculated with the ωB97M-V functional and the def2-TZVPD basis.

Results
Relative energy (zero: lowest compared OMol25 entry of this formula, charge and spin) in eV: 3.7180
F_max in eV/Å: 2.4
Gap between HOMO and LUMO in Eh: 0.28688
2S+1: 1

```
8
C2H3OPS (the ωB97M-V functional and the def2-TZVPD basis)
O -2.149 -1.566 0.740
H 0.514 -1.190 -1.159
H -2.365 1.773 -1.150
C 0.600 -0.796 -0.150
P -2.505 1.186 0.105
S -1.993 -0.675 -0.443
C 1.081 -0.817 0.952
H 1.254 -0.571 1.971
```